No. 1
{
  "formula": "C5H10NO2",
  "method": "ωB97M-V with the def2-TZVPD basis set",
  "homo_ev": -2.5,
  "molar_mass_g_mol": 116.14,
  "charge": -1,
  "spin_multiplicity": 1,
  "symbols": ["C", "N", "C", "O", "C", "C", "C", "O", "H", "H", "H", "H", "H", "H", "H", "H", "H", "H"],
  "positions_angstrom": [[-2.02946, -1.24816, -0.41687], [-2.12114, -0.74880, 0.95420], [-1.11920, 0.11262, 1.21290], [-1.37267, 1.52280, 0.27020], [1.68553, 0.21187, -1.95634], [1.62119, -0.39992, -0.80995], [2.15211, 0.50229, 0.60308], [2.66790, -0.03498, 1.64168], [-1.06734, -1.68947, -0.75960], [-2.91118, -1.86237, -0.62157], [-2.12792, -0.36155, -1.05533], [-0.93866, 0.47440, 2.22265], [-0.17414, -0.13076, 0.65281], [-0.55313, 1.75010, -0.16116], [0.91096, 0.96951, -2.13758], [1.34021, -1.43371, -0.65181], [1.24005, 1.07059, 0.82211], [2.79690, 1.29555, 0.19057]]
}

***

No. 2
{
  "formula": "C5H10NO2",
  "method": "ωB97M-V with the def2-TZVPD basis set",
  "homo_ev": -2.4,
  "molar_mass_g_mol": 116.14,
  "charge": -1,
  "smiles": "O=CNCCCC[O-]",
  "spin_multiplicity": 1,
  "symbols": ["O", "C", "N", "C", "C", "C", "C", "O", "H", "H", "H", "H", "H", "H", "H", "H", "H", "H"],
  "positions_angstrom": [[-1.48833, 2.02280, -2.67400], [-1.06095, 1.38027, -1.69685], [-1.21026, -0.00576, -1.64334], [-0.31582, -0.77508, -0.76626], [-0.41327, -0.21328, 0.74123], [1.04557, 0.25883, 1.10343], [1.74620, -1.13347, 1.75652], [1.45158, -1.24850, 2.97270], [-0.74206, 1.86678, -0.67521], [-1.68199, -0.55328, -2.38099], [-0.56058, -1.83562, -0.53664], [0.78253, -0.88116, -1.18631], [-0.83858, -0.98446, 1.40283], [-1.23184, 0.50503, 0.93961], [1.68234, 0.37978, 0.23176], [0.94804, 1.01143, 1.89090], [1.45138, -1.79520, 0.90128], [2.94622, -0.97095, 1.69817]]
}

***

No. 3
{
  "formula": "C5H10NO2",
  "method": "ωB97M-V with the def2-TZVPD basis set",
  "homo_ev": -2.6,
  "molar_mass_g_mol": 116.14,
  "charge": -1,
  "smiles": "C[C@H](CC=O)NC[O-]",
  "spin_multiplicity": 1,
  "symbols": ["C", "C", "C", "C", "O", "N", "C", "O", "H", "H", "H", "H", "H", "H", "H", "H", "H", "H"],
  "positions_angstrom": [[0.29359, -1.53071, 0.55683], [-0.59843, -0.41591, -0.03765], [0.16882, 0.29933, -1.20624], [0.94732, -0.56914, -2.12718], [0.76416, -0.60535, -3.32797], [-1.08018, 0.46126, 0.97060], [-0.29460, 1.59243, 1.62642], [-1.10132, 2.54286, 2.03981], [1.27414, -1.11832, 0.77934], [-0.13588, -1.82657, 1.51101], [0.42339, -2.36330, -0.13478], [-1.43816, -0.92540, -0.53175], [0.83978, 0.99577, -0.70353], [-0.51741, 0.89734, -1.80679], [1.70441, -1.23572, -1.68534], [-2.02819, 0.77837, 0.83840], [0.44148, 1.95705, 0.85156], [0.33708, 1.06602, 2.38726]]
}

***

No. 4
{
  "formula": "C5H10NO2",
  "method": "ωB97M-V with the def2-TZVPD basis set",
  "homo_ev": -13.1,
  "molar_mass_g_mol": 116.14,
  "charge": 1,
  "spin_multiplicity": 1,
  "symbols": ["O", "C", "O", "C", "C", "C", "C", "N", "H", "H", "H", "H", "H", "H", "H", "H", "H", "H"],
  "positions_angstrom": [[2.92738, 0.76168, 0.45769], [1.59160, 0.91953, -0.05496], [1.49270, 1.75884, -1.06528], [0.99718, -0.45707, -0.28659], [-0.43488, -0.33404, -0.92846], [-1.48858, -0.92004, 0.05718], [-1.91079, 0.27375, 1.10167], [-1.12212, -0.67162, 1.63369], [1.00240, 1.32655, 0.80293], [1.56416, -1.05427, -1.01469], [0.95010, -0.94032, 0.71165], [-0.57905, -0.83577, -1.88365], [-0.56855, 0.73749, -1.13831], [-2.42109, -0.96621, -0.53362], [-1.19503, -1.97951, 0.11155], [-2.96832, 0.27843, 1.36675], [-1.36401, 1.21167, 0.94024], [3.52689, 0.89092, -0.27778]]
}

***

For reference, lowest unoccupied orbital energy by record: 1.293, 3.516, 3.572, -9.483 eV.